{
  "formula": "C30H30F3N3O4S",
  "method": "wB97M-V/def2-TZVPD",
  "e_tot_ev": -63240.6955,
  "charge": 0,
  "species": ["C", "C", "N", "C", "C", "C", "C", "C", "C", "C", "C", "C", "N", "C", "C", "O", "C", "C", "C", "C", "C", "C", "C", "C", "O", "H", "H", "H", "H", "H", "H", "H", "H", "H", "H", "H", "H", "H", "H", "H", "H", "H", "H", "H", "H", "H", "H", "H", "H", "H", "F", "C", "F", "F", "S", "C", "C", "C", "C", "C", "C", "N", "C", "C", "O", "O", "H", "H", "H", "H", "H"],
  "positions_angstrom": [[6.316521, 3.021656, -0.120709], [5.095247, 2.166188, 0.223359], [4.495747, 1.541163, -0.941950], [3.320828, 0.795673, -0.704949], [3.143440, -0.510445, -1.217485], [1.928605, -1.184315, -1.034362], [0.853023, -0.560201, -0.375267], [-0.450852, -1.245456, -0.072084], [-1.635032, -0.508102, -0.643176], [-1.709407, 0.681530, -1.435552], [-2.931358, 1.349532, -1.654549], [-4.125072, 0.890493, -1.040811], [-5.356800, 1.553734, -1.150543], [-6.089741, 1.786759, 0.106180], [-7.518857, 2.234844, -0.153493], [-7.623046, 3.223442, -1.164157], [-7.008888, 2.819793, -2.394066], [-5.520118, 2.547165, -2.195679], [-4.062694, -0.338689, -0.341317], [-2.879315, -1.051429, -0.287180], [1.004691, 0.767425, 0.039262], [2.243646, 1.406321, -0.028903], [5.364633, 1.089464, -2.024115], [6.443511, 2.124945, -2.302192], [7.162709, 2.437090, -1.106244], [5.962265, 4.019649, -0.457112], [6.935141, 3.124387, 0.786746], [5.419509, 1.402890, 0.952819], [4.342435, 2.807487, 0.693797], [3.976151, -0.989159, -1.732442], [1.819288, -2.191536, -1.436140], [-0.494100, -2.304432, -0.405246], [-0.834641, 1.175884, -1.852734], [-2.987421, 2.271897, -2.246268], [-6.096318, 0.858155, 0.679168], [-5.568451, 2.558617, 0.699561], [-8.121141, 1.347526, -0.409903], [-7.926708, 2.704378, 0.749774], [-7.485343, 1.907586, -2.808860], [-7.146201, 3.674151, -3.075783], [-5.035727, 3.504687, -1.929864], [-5.084060, 2.166154, -3.129070], [-4.971419, -0.748092, 0.123301], [-2.895605, -2.051301, 0.132709], [0.151113, 1.321983, 0.430481], [2.361522, 2.416563, 0.372598], [5.853733, 0.126739, -1.772027], [4.741057, 0.955997, -2.920748], [7.202101, 1.720695, -2.983723], [5.973663, 3.025544, -2.732350], [-3.927003, -3.119193, 2.926035], [-2.756137, -2.499508, 3.146347], [-2.830800, -1.213630, 2.681339], [-2.494790, -2.464909, 4.463315], [-1.417380, -3.417664, 2.137532], [-0.248359, -2.044797, 1.503132], [1.133470, -2.584832, 1.904275], [2.101336, -1.775094, 2.529744], [3.448040, -2.142896, 2.527794], [3.865356, -3.345292, 1.944438], [5.247231, -3.772102, 1.979344], [6.355559, -4.149229, 2.014419], [2.903170, -4.154246, 1.344474], [1.548395, -3.811737, 1.379491], [-0.934785, -4.409534, 3.064360], [-2.046376, -3.829053, 0.890631], [-0.539723, -1.283351, 2.279340], [1.791972, -0.803393, 2.926760], [4.208968, -1.493476, 2.959528], [3.201377, -5.068240, 0.826665], [0.838242, -4.462861, 0.862338]],
  "atomic_forces_ev_per_a": [[-0.10, 0.26, -0.17], [0.47, -0.31, 0.13], [-0.44, -0.03, -0.40], [-0.22, -0.06, -0.19], [-0.19, 0.41, 0.28], [0.01, 0.50, 0.25], [0.32, -0.31, -0.10], [1.51, -3.25, -0.42], [-1.64, 0.67, 0.48], [0.04, -0.25, 0.79], [-0.58, -0.50, 0.43], [0.55, -0.37, 0.02], [-0.12, -0.43, -0.01], [0.53, 0.46, -0.40], [-0.14, -0.17, -0.06], [0.33, -0.28, -0.38], [0.01, 0.12, 0.15], [-0.18, 0.32, 0.42], [-0.17, 0.21, -0.54], [-0.31, 0.29, 0.63], [0.79, 0.13, 0.46], [-0.22, -0.20, -0.36], [0.16, -0.26, 0.45], [0.14, -0.05, 0.39], [-0.56, 0.06, 0.01], [0.33, -0.33, 0.03], [-0.28, 0.15, -0.43], [-0.18, 0.02, -0.06], [0.28, -0.12, 0.09], [-0.38, 0.03, 0.08], [-0.02, 0.17, 0.22], [0.29, 0.86, -1.51], [0.05, -0.34, 0.19], [0.36, -0.50, 0.24], [-0.07, 0.20, 0.03], [-0.04, -0.11, -0.05], [-0.03, 0.23, -0.09], [0.04, -0.26, -0.16], [0.00, 0.40, 0.24], [0.00, -0.44, 0.15], [0.04, -0.11, -0.12], [-0.09, 0.10, 0.24], [0.49, 0.06, -0.45], [-0.05, 0.29, 0.09], [0.22, -0.27, 0.16], [-0.16, -0.33, -0.29], [-0.07, 0.23, -0.16], [0.21, -0.07, 0.22], [-0.34, 0.15, 0.02], [0.24, -0.06, 0.12], [0.85, 0.53, 0.29], [-0.13, 0.71, -0.29], [-0.16, -1.20, 0.63], [-0.16, -0.10, -1.12], [-0.72, 0.24, -2.08], [-0.88, 1.98, 3.67], [0.39, 0.53, -1.38], [-0.16, 0.11, -0.49], [0.00, 0.08, 0.33], [-0.46, 0.13, 0.00], [2.10, -0.62, -0.02], [-2.47, 0.88, -0.08], [-0.43, -0.58, 0.06], [0.49, 0.16, -0.66], [0.26, 0.87, -0.44], [0.01, -0.35, 1.11], [0.57, -0.31, -0.60], [0.23, -0.33, -0.12], [-0.31, -0.09, 0.02], [-0.05, 0.22, 0.31], [0.20, 0.21, 0.18]]
}